Record 1
DFT (the ωB97M-V functional and the def2-TZVPD basis) results for a structure of composition C16H32B2CdO8 in a non-equilibrium geometry.

```
59
Properties=species:S:1:pos:R:3:forces:R:3
Cd -1.34037 -0.22604 -0.00943 0.36 -0.16 -0.23
B -2.81129 -1.32730 -1.27569 -1.21 -0.32 -2.06
H -3.68175 -2.05967 -1.47917 -0.81 -0.97 0.04
H -2.32336 -0.96595 -2.26717 0.50 0.17 -1.36
H -3.21595 -0.37755 -0.79183 -1.48 1.40 0.70
H -2.00412 -1.78243 -0.61796 1.01 -2.49 0.65
B -2.23222 -0.32625 2.13881 -0.63 0.36 1.81
H -2.32021 0.57771 1.44773 -0.47 2.37 -0.38
H -1.54132 -0.06969 3.03947 0.93 0.34 1.00
H -3.31898 -0.49209 2.50102 -1.15 -0.59 0.27
H -1.80098 -1.17202 1.51803 0.33 -2.49 0.39
O 0.30424 0.86937 0.87137 1.57 1.14 0.47
C 0.93328 1.19129 1.84253 -0.16 -0.78 0.06
O 1.20409 2.47408 2.10275 -0.42 0.61 -0.21
C 1.64573 2.62894 3.44175 0.39 0.38 1.04
C 2.21422 1.27848 3.85102 0.07 0.24 0.54
C 1.44734 0.30666 2.95871 0.19 0.14 0.23
H 0.84631 2.89762 4.14166 -0.49 -0.15 -0.58
H 2.32715 3.47682 3.51919 0.26 -0.23 -0.42
H 2.02536 1.15161 4.91693 0.08 -0.28 -0.05
H 3.29385 1.24449 3.70238 -0.05 -0.13 -0.18
H 0.55604 -0.12389 3.42109 0.00 0.04 0.04
H 2.08060 -0.51328 2.62903 -0.19 0.02 -0.40
O 0.04540 0.00275 -1.79434 0.73 0.33 -0.81
C 0.77472 -0.32063 -2.69053 -0.71 0.51 0.19
O 1.93875 -0.91625 -2.45432 0.66 -0.26 0.18
C 2.58798 -1.32460 -3.66411 -0.34 -0.56 -0.13
C 1.55254 -1.13802 -4.76714 0.57 0.49 -0.88
C 0.56721 -0.12446 -4.17002 0.15 -0.87 -0.73
H 2.83935 -2.38048 -3.56824 0.22 0.10 0.21
H 3.49253 -0.73937 -3.82380 -0.03 0.09 0.16
H 1.11413 -2.07721 -5.10092 -0.30 -0.01 0.46
H 2.05741 -0.76226 -5.66037 -0.12 0.15 0.03
H -0.44946 -0.33500 -4.49112 -0.15 0.18 0.37
H 0.82616 0.88608 -4.48398 -0.04 0.11 0.29
O 0.19635 -1.88406 0.39871 0.89 -0.83 0.20
C 0.77290 -2.93163 0.43598 -0.27 0.15 0.18
O 1.69796 -3.24432 -0.48575 0.12 -0.29 -0.29
C 2.29602 -4.51755 -0.21243 0.14 -0.42 -0.26
C 1.98253 -4.81574 1.23592 -0.46 0.92 0.47
C 0.67793 -4.01341 1.48417 0.82 -0.84 0.07
H 3.36104 -4.43542 -0.42342 -0.01 0.09 0.05
H 1.89857 -5.29617 -0.86883 -0.23 0.26 -0.15
H 2.73396 -4.31769 1.85118 0.24 -0.60 0.14
H 1.85371 -5.87252 1.44551 0.34 0.00 0.14
H 0.67053 -3.59506 2.48692 -0.24 0.20 -0.08
H -0.17866 -4.67924 1.39133 -0.30 0.41 -0.31
O -1.97319 1.64342 -0.77690 -0.27 1.91 -0.92
C -2.15589 2.81916 -0.63064 -0.04 -0.24 -0.27
O -2.30631 3.61358 -1.69773 -0.06 0.43 -0.53
C -2.59083 4.96766 -1.28876 0.01 -0.07 -0.04
C -2.07571 5.01421 0.13880 0.01 1.31 0.80
C -2.26851 3.61067 0.63528 -0.20 -0.90 0.11
H -3.66214 5.14595 -1.40556 -0.07 -0.19 0.33
H -2.11202 5.68583 -1.95213 0.31 -0.31 -0.08
H -2.58126 5.77470 0.73866 -0.20 -0.15 -0.06
H -1.02671 5.31468 0.18546 0.08 -0.25 -0.29
H -3.27002 3.40078 1.02482 -0.02 0.18 0.00
H -1.57463 3.18073 1.35606 0.12 0.35 0.04
```
Forces are in eV/Å.

The net charge is 0. The calculation puts the orbital gap at 8.63 eV. The calculation puts the HOMO energy at -8.169 eV.



Record 2
DFT (the ωB97M-V functional and the def2-TZVPD basis) results for a structure of composition C26H40Br18ClF2I2NO5 in a non-equilibrium geometry.

```
95
Properties=species:S:1:pos:R:3:forces:R:3
C 2.05618 0.28835 0.79327 -0.18 0.56 -1.46
C 1.32271 1.59328 0.38098 0.44 -0.26 0.25
I 2.30268 2.75440 -1.16059 -0.50 -0.12 1.12
C 0.16583 2.00620 0.90355 0.10 0.44 -0.54
I -0.66102 0.70826 2.43568 0.45 0.43 -0.79
C -0.61489 3.31387 0.48978 -1.94 -0.96 3.50
Cl -1.87386 3.48067 1.85864 -0.02 0.60 -0.34
O 0.03677 4.55723 0.53079 -0.46 -1.19 -2.81
C -0.10035 5.04175 -0.79550 0.05 -2.21 1.20
O 0.28595 6.08376 -1.09263 0.62 2.03 -1.13
O -0.70156 4.09644 -1.63966 -0.11 0.17 0.38
C -1.55271 3.34645 -0.75882 1.33 1.34 1.46
N -1.91723 1.98088 -1.12274 0.59 -0.68 -1.09
C -3.20612 1.60969 -0.64188 0.31 -1.30 0.03
O -4.10157 2.31129 -0.42745 -1.36 1.70 0.64
F -3.40485 0.27599 -0.45732 1.29 0.53 -0.61
C -1.94703 1.85953 -2.58448 0.71 -0.83 0.89
O -2.72562 2.46342 -3.18963 -1.35 1.08 -1.76
F -1.08870 1.02784 -3.15606 0.01 0.24 0.95
H 2.56232 0.37235 1.77302 -0.46 -0.05 -0.44
H 2.81133 0.06367 0.01065 -0.42 0.08 0.66
H 1.30766 -0.52920 0.73840 0.61 0.54 0.59
H -2.36991 4.06835 -0.53499 -0.12 -1.28 -0.17
Br 3.00872 0.29917 -3.40159 0.06 -0.44 -0.40
C 1.52498 -0.34685 -4.48732 0.14 -0.14 0.18
C 2.01323 -1.02352 -5.73962 -0.19 0.02 -0.19
Br 2.59240 0.27754 -7.07230 0.05 -0.04 0.00
H 0.88238 0.50719 -4.68427 0.06 -0.06 -0.08
H 0.99607 -1.05597 -3.85234 0.02 -0.02 -0.06
H 1.20372 -1.57794 -6.21456 -0.02 0.03 0.09
H 2.85261 -1.69164 -5.56507 -0.04 0.08 0.06
Br 5.66354 -2.61283 -0.47592 0.00 0.09 -0.07
C 6.86460 -1.18381 -1.03299 -0.05 -0.15 -0.04
C 6.87564 -0.05644 -0.03539 0.01 0.24 -0.09
Br 5.27464 1.04171 -0.19837 0.35 0.01 0.01
H 6.54812 -0.87459 -2.02671 -0.07 0.07 0.11
H 7.84539 -1.64605 -1.09614 -0.04 0.05 0.04
H 7.70778 0.61950 -0.22923 0.00 -0.08 -0.03
H 6.92411 -0.39744 0.99566 0.01 -0.07 -0.10
Br -3.94625 1.62673 4.18930 -0.16 -0.08 0.14
C -5.21421 0.76468 2.98799 0.29 0.10 -0.09
C -6.35900 1.68136 2.64801 -0.25 -0.09 -0.04
Br -7.63375 1.80154 4.11507 0.02 0.08 0.00
H -5.53037 -0.15688 3.47010 -0.06 0.09 -0.02
H -4.63973 0.52413 2.09341 -0.06 0.05 0.00
H -6.92890 1.28696 1.80792 0.07 0.00 0.02
H -6.04214 2.69618 2.42080 0.04 -0.08 0.02
Br -0.23595 -3.87695 -3.85048 0.06 0.00 0.04
C -0.94066 -3.97764 -2.03638 -0.13 -0.10 -0.20
C -1.51272 -2.65563 -1.59813 0.01 0.11 0.28
Br -0.10620 -1.39769 -1.12199 -0.16 -0.12 -0.26
H -0.13123 -4.32670 -1.40029 -0.05 0.11 0.01
H -1.72014 -4.73739 -2.07575 0.00 0.07 0.02
H -2.10508 -2.77586 -0.69132 0.07 -0.05 -0.02
H -2.12034 -2.17770 -2.36348 0.07 -0.10 -0.02
Br -10.62414 4.08962 1.39567 0.07 -0.03 0.08
C -10.13838 5.24666 2.88470 -0.26 -0.01 -0.13
C -9.21668 6.35356 2.44250 0.21 0.01 0.19
Br -7.40216 5.69946 2.18611 0.01 0.03 -0.09
H -9.70410 4.60989 3.65181 0.07 0.06 -0.08
H -11.08099 5.65539 3.24659 0.06 0.04 -0.02
H -9.13779 7.11785 3.21453 -0.04 -0.07 0.00
H -9.52166 6.81788 1.50827 -0.04 -0.10 0.05
Br 0.83180 -2.66498 2.52339 0.04 -0.27 0.02
C -0.40021 -3.37275 3.85496 0.41 -0.08 -0.39
C -1.16944 -4.54908 3.31591 -0.24 -0.01 0.11
Br -2.59056 -3.97450 2.11098 0.05 -0.03 -0.05
H -1.03702 -2.55058 4.16505 0.01 -0.07 -0.08
H 0.22646 -3.67454 4.68929 -0.04 -0.01 -0.07
H -1.67654 -5.07710 4.12279 0.02 0.07 0.00
H -0.54845 -5.24891 2.76270 0.02 0.11 0.02
Br 11.54935 0.04449 0.63957 -0.02 -0.07 0.06
C 12.08877 -1.77774 0.21318 0.12 0.28 -0.12
C 11.06614 -2.46183 -0.65535 -0.06 -0.29 0.11
Br 9.51572 -3.02212 0.38184 0.11 -0.05 0.04
H 12.25730 -2.28805 1.15782 -0.08 -0.02 -0.08
H 13.03544 -1.67813 -0.31618 -0.06 -0.04 -0.02
H 11.47299 -3.37987 -1.07708 0.03 0.05 0.04
H 10.69795 -1.83002 -1.46008 0.08 0.03 0.08
Br -2.02709 -0.79251 -6.40168 0.14 -0.06 0.02
C -1.26128 -0.11336 -8.06060 -0.16 0.19 0.17
C -2.12813 -0.45450 -9.24391 0.13 -0.13 -0.22
Br -1.92204 -2.32125 -9.75950 -0.08 0.03 0.05
H -0.25608 -0.51852 -8.13513 -0.05 0.00 -0.07
H -1.20370 0.96594 -7.92597 -0.01 -0.04 -0.05
H -1.82301 0.11804 -10.11869 0.03 0.01 0.08
H -3.18698 -0.29191 -9.05952 0.09 0.00 0.07
Br 2.26310 -1.52751 7.31604 -0.11 0.03 0.01
C 1.03589 -2.23723 8.65062 0.34 0.01 -0.04
C 0.26537 -3.41334 8.11195 -0.28 -0.02 0.11
Br -1.15724 -2.83585 6.91311 -0.11 0.01 0.42
H 0.39759 -1.41537 8.96441 -0.03 -0.10 -0.05
H 1.66611 -2.54257 9.48479 -0.06 -0.05 -0.03
H -0.23919 -3.94444 8.91791 0.04 0.06 0.00
H 0.88557 -4.11185 7.55556 0.04 0.10 0.04
```
Forces are in eV/Å.

The net charge is 0. The calculation puts the orbital gap at 8.45 eV. The calculation puts the HOMO energy at -8.641 eV.



Record 3
DFT (the ωB97M-V functional and the def2-TZVPD basis) results for a cluster of 3 separate species, C33H47BrNO11 in total in a non-equilibrium geometry.

```
93
Properties=species:S:1:pos:R:3:forces:R:3
C 3.77468 1.08762 4.46967 0.14 1.09 0.89
C 2.44430 1.90763 3.87352 1.47 -1.14 -0.94
C 1.65929 0.86503 2.88269 -0.75 -0.01 0.52
C 0.07397 1.30451 2.57660 1.57 -0.28 0.58
C 0.14130 2.55777 1.54692 1.94 -1.07 -0.60
C -1.07527 2.77705 0.50430 -0.20 5.72 1.67
C -0.77110 4.03817 -0.55376 1.52 0.66 -0.21
C 0.17103 5.23363 0.12454 -1.54 0.67 -0.12
C -0.30403 6.64622 -0.62710 -0.16 -0.79 0.18
C -2.19733 3.53889 1.48863 -1.65 -1.13 1.64
C -3.59094 2.68565 1.40878 0.02 1.49 -2.71
C -4.61685 2.61198 2.67236 -0.31 -0.42 -0.52
C -4.43207 1.33695 3.67926 -2.74 0.40 -0.45
C -5.92964 1.00072 4.34414 0.02 -0.92 -0.06
Br -3.27830 1.95342 5.20348 -0.04 -0.61 -0.79
C -2.96580 1.30363 0.75019 -2.70 -0.65 3.42
C -4.03634 0.14314 0.28067 -6.24 -4.23 -3.15
O -3.84440 -1.16794 0.59812 0.84 6.28 -0.54
O -5.30850 0.41113 -0.45859 7.17 -0.12 4.30
N -1.80168 1.66515 -0.19897 -1.55 -1.65 0.53
C -1.20123 0.32165 -0.46666 1.98 -3.55 -0.92
C 0.36960 0.27360 -0.90356 4.26 2.88 -2.05
O 1.07555 1.22098 -1.52201 -4.36 -5.38 3.97
C 1.21328 -1.10540 -0.47460 0.94 -3.45 1.07
C 2.80717 -1.11252 -0.08160 -2.11 -3.11 0.08
C 3.52986 -2.54152 0.38048 -4.14 0.11 -0.83
C 2.64730 -3.95917 0.46573 -2.07 3.22 -1.29
C 1.05562 -3.98009 0.05028 2.20 4.48 -0.17
C 0.38306 -2.54052 -0.40213 3.11 0.03 0.91
C -2.37033 2.02455 -1.58947 -3.69 4.39 -10.26
O -3.60114 2.53913 -1.78767 6.70 -2.87 3.34
O -1.55786 1.93541 -2.84916 -2.73 -0.55 7.66
H 3.55567 -0.04226 4.68572 0.36 2.20 -0.51
H 4.07238 1.61077 5.50064 -0.55 -1.25 -2.15
H 4.72211 1.20379 3.77873 -2.06 -0.40 1.21
H 1.80962 2.32772 4.76218 1.07 -0.81 -1.87
H 2.90289 2.75301 3.17999 -1.26 -1.38 1.72
H 1.64737 -0.21778 3.37829 0.07 2.32 -1.06
H 2.24864 0.81154 1.87031 -1.17 -0.05 1.97
H -0.44905 0.33483 2.21427 0.75 1.89 0.42
H -0.38344 1.62420 3.60906 0.62 -0.64 -2.05
H 0.37303 3.49958 2.24624 -1.05 -1.87 -2.01
H 1.13873 2.42356 0.90402 -2.11 0.19 1.29
H -0.15500 3.68830 -1.50273 -1.72 0.47 1.87
H -1.77269 4.61754 -0.84919 2.08 -1.92 0.47
H -0.10558 5.39451 1.27202 0.89 -0.50 -2.40
H 1.30916 5.02658 -0.05106 -2.20 0.43 0.54
H 0.29480 7.55057 -0.18543 -1.08 -1.65 -1.14
H -0.17581 6.49889 -1.79014 -0.09 0.59 2.34
H -1.46593 6.83617 -0.43838 2.54 -0.47 -0.29
H -1.89144 3.44175 2.61751 -0.14 0.46 -2.17
H -2.47141 4.65239 1.23218 1.06 -2.23 0.38
H -4.22004 3.32579 0.62139 1.29 -2.08 1.28
H -4.61896 3.64864 3.26238 0.26 -2.37 -1.15
H -5.71631 2.52568 2.21523 2.54 -0.04 0.82
H -4.08967 0.33870 3.17399 -0.09 2.18 1.02
H -6.24509 -0.10726 4.03627 0.75 2.41 0.67
H -6.77501 1.69897 3.93420 1.80 -1.15 0.83
H -5.87794 1.05564 5.51229 -0.19 -0.07 -2.31
H -2.51997 0.78855 1.73088 -0.29 1.04 -2.39
H -1.32919 -0.47509 0.41367 0.14 2.24 -1.68
H -1.81124 -0.17459 -1.36690 1.38 1.29 1.88
H 3.41008 -0.08341 -0.11422 -1.38 -2.65 0.04
H 4.66332 -2.53743 0.68882 -2.57 0.01 -0.73
H 3.12877 -4.97372 0.82182 -0.93 2.42 -0.82
H 0.34677 -4.92157 0.08615 1.88 2.05 -0.01
H -0.76245 -2.50500 -0.68533 2.55 -0.18 0.68
C 3.77651 1.03597 -4.89801 -0.30 0.24 0.27
C 5.11879 0.77660 -4.24459 -1.00 0.37 -1.02
C 5.62480 -0.61828 -4.45666 0.20 -0.35 -0.81
O 6.45084 -0.81816 -3.32392 -0.06 0.37 0.93
C 5.93232 -0.03361 -2.33173 0.39 -0.04 2.28
O 6.24463 -0.11191 -1.15588 -0.61 0.16 -2.49
O 5.01279 0.84543 -2.83128 0.90 -0.73 0.73
H 3.41075 2.03377 -4.63396 0.09 -0.14 -0.12
H 3.84636 0.96375 -5.98734 0.09 0.02 0.12
H 3.02172 0.32430 -4.54558 0.20 0.05 -0.03
H 5.85030 1.52775 -4.56589 0.05 -0.13 0.01
H 6.20057 -0.71900 -5.38152 0.05 -0.04 0.27
H 4.83445 -1.37650 -4.44427 -0.09 0.21 -0.03
C -1.62522 -8.27267 -4.11035 0.32 -0.26 -0.20
C -1.52938 -8.18339 -2.60079 -0.59 -0.15 -1.23
C -1.77659 -6.80402 -2.06886 -0.90 0.50 -0.12
O -1.04604 -6.80990 -0.85574 0.91 -0.60 0.21
C -0.01764 -7.69251 -1.03523 1.97 -0.19 1.50
O 0.94172 -7.79500 -0.28995 -2.13 0.23 -1.60
O -0.20390 -8.44001 -2.16410 0.40 0.46 1.00
H -1.34426 -9.27463 -4.45131 -0.16 0.11 0.08
H -2.64017 -8.05523 -4.45578 0.11 -0.03 0.12
H -0.93209 -7.57411 -4.59200 -0.14 0.00 0.19
H -2.18902 -8.92394 -2.13281 0.01 0.13 0.04
H -2.83738 -6.61016 -1.88404 0.26 0.03 0.15
H -1.37522 -6.01055 -2.70840 -0.03 -0.17 -0.10
```
Forces are in eV/Å.

The net charge is -1. The calculation puts the orbital gap at 6.18 eV. The calculation puts the HOMO energy at -4.659 eV.



Record 4
DFT (the ωB97M-V functional and the def2-TZVPD basis) results for a structure of composition C27H31AsCoF6NO5S2.

```
74
Properties=species:S:1:pos:R:3:forces:R:3
Co 1.08580 0.56457 -0.14675 -0.56 0.17 0.30
C 1.92706 -2.29525 -2.98977 0.00 -0.01 -0.04
C 1.62001 -0.93906 -2.43839 0.11 0.02 0.05
O 1.71936 -0.82518 -1.19496 -0.15 -0.10 -0.02
C 1.25866 0.14628 -3.31138 -0.01 0.00 -0.02
C 1.40120 -0.00129 -4.70664 0.01 -0.03 0.02
C 1.04377 0.99235 -5.57692 -0.01 0.02 0.02
C 0.49382 2.17375 -5.06103 0.00 0.00 -0.03
C 0.31561 2.34000 -3.71319 -0.01 0.01 0.03
C 0.67676 1.32749 -2.79760 -0.02 0.07 -0.10
O 0.40156 1.54096 -1.53947 0.13 -0.14 0.18
H 2.07913 -2.98223 -2.16210 0.01 0.00 0.00
H 2.82138 -2.27091 -3.61443 0.00 0.01 0.00
H 1.08395 -2.62528 -3.59819 0.00 -0.01 0.01
H 1.79619 -0.92902 -5.09608 0.00 0.01 -0.01
H 1.15947 0.86011 -6.64313 0.00 -0.01 0.00
H 0.18713 2.96126 -5.73885 0.00 0.00 0.01
H -0.14570 3.23364 -3.31126 0.01 0.00 0.00
O -0.93740 -0.47312 0.36153 0.39 -0.15 -0.18
S -2.33696 -0.33913 0.86128 -0.12 0.24 0.11
C -2.19792 -0.61717 2.65740 0.03 -0.11 -0.05
C -0.94586 0.00891 3.26792 0.00 0.03 -0.02
C -0.13515 -0.96910 4.13169 0.00 -0.03 -0.01
C 1.36727 -0.71437 4.09557 0.05 0.05 0.00
S 2.24324 -1.20384 2.57974 -0.04 -0.17 -0.01
O 1.52429 -0.55978 1.44293 0.08 0.31 0.04
C 1.69988 -2.90449 2.47928 0.03 0.04 -0.03
C 2.23727 -3.85435 3.33568 0.01 -0.02 0.01
C 1.80323 -5.16712 3.23426 0.00 0.01 -0.01
C 0.85725 -5.51324 2.27617 0.00 0.01 -0.01
C 0.34336 -4.55244 1.41619 0.01 -0.01 0.01
C 0.76348 -3.23159 1.51043 0.00 0.00 -0.01
C -2.65587 1.43051 0.79669 -0.05 -0.06 0.00
C -3.06215 2.21587 1.86461 0.03 0.00 -0.02
C -3.25619 3.57981 1.67562 0.01 -0.02 0.00
C -3.05166 4.14302 0.42278 0.00 -0.02 -0.01
C -2.65634 3.34387 -0.64379 0.00 -0.01 0.00
C -2.46009 1.98393 -0.46460 -0.02 0.01 0.00
H -2.14025 -1.70882 2.68085 0.01 0.01 0.05
H -3.13838 -0.34999 3.14042 -0.02 0.05 -0.05
H -1.21093 0.89646 3.84578 0.04 -0.01 0.02
H -0.31817 0.34610 2.44748 -0.03 0.02 0.02
H -0.32219 -1.99679 3.81199 0.02 0.00 -0.02
H -0.45009 -0.92283 5.17722 -0.03 0.01 -0.01
H 1.89691 -1.25634 4.88404 -0.01 -0.02 -0.01
H 1.61224 0.34542 4.20862 -0.03 0.00 0.00
H 2.99005 -3.58116 4.06654 0.00 0.00 0.00
H 2.21107 -5.92128 3.89409 0.00 0.00 0.00
H 0.52768 -6.54065 2.19445 0.00 0.00 0.00
H -0.38325 -4.82278 0.66095 0.00 0.00 0.00
H 0.37448 -2.46795 0.84592 0.00 -0.01 0.00
H -3.22164 1.78652 2.84404 -0.01 0.01 0.01
H -3.57794 4.19648 2.50546 -0.01 0.00 0.00
H -3.21745 5.20272 0.27339 0.00 0.01 0.00
H -2.50952 3.77553 -1.62538 0.00 0.00 0.00
H -2.14482 1.35642 -1.28967 -0.03 0.00 0.00
N 0.46990 4.22471 1.18833 0.01 0.04 -0.02
C 0.97764 3.07403 0.74296 -0.06 -0.07 0.03
O 0.41153 2.00130 1.02447 0.21 -0.10 -0.19
C 2.22553 3.04699 -0.08941 -0.02 -0.02 -0.04
C 2.68571 1.59339 -0.15709 0.01 -0.03 0.05
H -0.46553 4.21250 1.56957 0.01 0.00 0.00
H 0.86818 5.10123 0.90356 0.00 0.00 -0.01
H 2.96927 3.73942 0.31681 0.03 -0.02 0.00
H 1.94474 3.40224 -1.08369 0.02 0.04 0.03
H 3.21090 1.30228 0.75546 0.05 -0.01 -0.04
H 3.30870 1.37836 -1.02313 -0.04 0.06 -0.04
F -0.85635 -1.43983 -2.17634 0.03 -0.13 0.03
As -2.25237 -1.62206 -3.20904 -0.01 0.06 -0.06
F -1.20989 -2.28939 -4.43679 0.01 0.01 0.00
F -3.62689 -1.78959 -4.23279 -0.03 -0.01 -0.03
F -2.50866 -3.20382 -2.54763 0.00 -0.01 0.01
F -3.24009 -0.92772 -1.94788 -0.01 0.02 0.02
F -1.95894 -0.01944 -3.82479 0.00 0.02 0.00
```
Forces are in eV/Å.

The net charge is 0. The calculation puts the orbital gap at 7.89 eV. The calculation puts the HOMO energy at -7.865 eV.